1.
Computed, not measured: C5H4N3P in the gas phase, with the ωB97M-V functional and the def2-TZVPD basis.

- E: -698.45349 hartree
- E_HOMO: -10.9 eV
- Relative energy (zero: lowest compared OMol25 entry of this formula, charge and spin): 0.00 kcal per mole
- Charge: 0
- HOMO-LUMO gap: 10.78 eV
- Max |F|: 4.7 eV/Å
- SMILES: N#CC(C#N)[C@H](P)C#N

Each line ends with the Löwdin charge.
Element x y z (Å)
C (0.966, -1.347, -0.505)  -0.23
C (1.819, 0.245, 1.022)  -0.23
C (0.058, 1.137, -1.006)  -0.27
C (0.643, -0.479, 0.643)  -0.37
C (-0.431, 0.547, 0.267)  -0.53
N (1.149, -2.040, -1.357)  0.21
N (2.799, 0.805, 1.242)  0.21
N (0.453, 1.717, -1.929)  0.19
P (-2.157, -0.374, 0.270)  0.82
H (0.360, -1.135, 1.635)  0.21
H (-0.585, 1.336, 1.044)  0.12
H (-2.158, -1.218, -0.941)  -0.08
H (-2.915, 0.807, -0.385)  -0.04

=====

2.
Computed, not measured: C3H5N3 in the gas phase, with the ωB97M-V functional and the def2-TZVPD basis.

- E: -281.54531 hartree
- E_HOMO: -9.7 eV
- Relative energy (zero: lowest compared OMol25 entry of this formula, charge and spin): 28.07 kcal per mole
- Charge: 0
- HOMO-LUMO gap: 10.25 eV
- Max |F|: 1.1 eV/Å
- SMILES: C/N=C/NC#N

Each line ends with the Löwdin charge.
Element x y z (Å)
C (1.610, 0.609, -0.841)  -0.14
N (-1.321, -0.565, 0.920)  0.04
C (-0.040, -0.163, 0.606)  -0.24
N (0.275, 0.198, -0.554)  -0.01
C (-2.315, -0.581, 0.046)  -0.32
N (-3.190, -0.602, -0.691)  0.16
H (-1.527, -0.857, 1.864)  0.15
H (0.642, -0.196, 1.473)  0.14
H (1.575, 1.597, -1.301)  0.08
H (2.035, -0.079, -1.570)  0.08
H (2.256, 0.639, 0.048)  0.07

=====

3.
Computed, not measured: C6H7NOS in the gas phase, with the ωB97M-V functional and the def2-TZVPD basis.

- E: -760.87093 hartree
- E_HOMO (alpha / beta): -7.3 / -7.3 eV
- Relative energy (zero: lowest compared OMol25 entry of this formula, charge and spin): 68.47 kcal per mole
- Charge: 0
- HOMO-LUMO gap (alpha / beta): 7.21 / 7.18 eV
- Max |F|: 9.2 eV/Å
- SMILES: COC1=C(C#N)SCC1

Each line ends with the Löwdin charge.
Element x y z (Å)
C (3.692, -1.114, -0.056)  -0.33
C (2.702, -0.217, -0.033)  -0.44
C (1.100, -0.476, 0.019)  -0.24
C (0.319, 0.781, 0.032)  -0.17
C (1.335, 1.967, -0.341)  -0.49
C (-0.581, -2.058, 0.079)  -0.05
N (4.449, -1.986, -0.141)  0.16
O (0.741, -1.686, -0.162)  -0.04
S (2.973, 1.522, 0.177)  0.88
H (-0.408, 1.005, -0.887)  0.16
H (-0.212, 1.094, 0.915)  0.11
H (1.269, 1.971, -1.455)  0.09
H (1.132, 2.914, 0.090)  0.05
H (-1.258, -1.265, -0.290)  0.09
H (-0.694, -2.161, 1.325)  0.17
H (-0.904, -2.977, -0.288)  0.06

=====

4.
Computed, not measured: a molecular structure, C36H39N6O8S4Sr, with the ωB97M-V functional and the def2-TZVPD basis.

- E: -3949.32077 hartree
- E_HOMO: -3.6 eV
- Relative energy (zero: lowest compared OMol25 entry of this formula, charge and spin): 31.26 kcal per mole
- Charge: -1
- HOMO-LUMO gap: 5.49 eV
- Max |F|: 2.2 eV/Å

Each line ends with the Löwdin charge.
Element x y z (Å)
Sr (-0.004, -0.173, 0.116)  1.36
O (-1.095, 1.592, 3.904)  0.00
C (-0.505, 0.962, 2.818)  -0.84
O (-1.273, 0.539, 1.899)  -0.30
C (0.725, 1.758, 2.405)  -0.26
C (1.655, 2.234, 3.338)  -0.01
C (2.764, 2.907, 2.884)  -0.03
C (2.901, 3.154, 1.517)  0.01
C (1.917, 2.679, 0.680)  -0.18
N (0.874, 1.952, 1.101)  0.06
C (1.835, 3.051, -0.772)  -0.47
O (2.825, 3.886, -1.163)  0.10
O (0.943, 2.718, -1.496)  0.13
H (-1.908, 1.090, 4.060)  0.10
H (1.478, 2.042, 4.386)  0.12
H (3.511, 3.268, 3.579)  0.11
H (3.730, 3.717, 1.116)  0.12
H (2.635, 4.057, -2.096)  0.12
N (2.870, -2.743, 1.766)  0.01
C (2.151, -4.018, 1.818)  -0.29
C (2.465, -4.865, 0.594)  -0.21
C (1.963, -4.291, -0.733)  -0.20
C (0.435, -4.185, -0.840)  -0.27
N (-0.054, -2.807, -0.953)  -0.06
H (3.856, -2.893, 1.950)  0.07
H (2.518, -2.132, 2.496)  0.00
H (1.085, -3.788, 1.868)  0.06
H (2.387, -4.589, 2.726)  0.11
H (2.028, -5.860, 0.736)  0.11
H (3.551, -5.022, 0.539)  0.10
H (2.326, -4.928, -1.543)  0.09
H (2.408, -3.310, -0.909)  0.08
H (-0.031, -4.606, 0.054)  0.08
H (0.091, -4.801, -1.683)  0.10
H (-1.063, -2.785, -0.841)  0.02
H (0.139, -2.443, -1.883)  0.03
O (-3.489, -2.500, 6.801)  -0.11
C (-2.784, -2.309, 5.837)  -1.06
S (-1.361, -1.271, 5.839)  0.93
C (-0.898, -1.515, 4.156)  -1.05
C (-1.682, -2.317, 3.392)  -1.18
S (-1.524, -2.774, 1.740)  0.48
S (-3.058, -3.012, 4.242)  0.93
S (0.541, -0.672, 3.638)  0.81
C (0.912, -3.672, -4.532)  -0.05
O (1.730, -3.080, -3.533)  -0.14
C (3.006, -2.784, -3.947)  -0.24
C (4.009, -3.739, -3.894)  -0.01
C (5.305, -3.419, -4.270)  -0.09
C (5.591, -2.130, -4.695)  -0.09
C (4.590, -1.174, -4.740)  -0.02
C (3.282, -1.485, -4.375)  -0.18
N (2.254, -0.535, -4.516)  0.13
C (1.302, -0.335, -3.440)  -0.35
N (0.058, -0.405, -3.927)  0.16
C (-1.250, -0.223, -3.371)  -0.22
C (-1.512, -0.151, -2.013)  -0.18
C (-2.878, -0.010, -1.694)  -0.16
C (-3.888, 0.040, -2.639)  -0.11
C (-3.577, -0.048, -3.996)  -0.06
C (-2.250, -0.180, -4.359)  -0.23
O (-1.826, -0.290, -5.674)  -0.12
C (-2.821, -0.364, -6.666)  -0.10
N (1.649, -0.089, -2.219)  0.13
C (3.001, 0.159, -1.913)  -0.21
C (3.557, -0.550, -0.852)  -0.02
C (4.851, -0.328, -0.409)  -0.08
C (5.630, 0.634, -1.027)  -0.09
C (5.102, 1.374, -2.077)  -0.03
C (3.802, 1.155, -2.511)  -0.24
O (3.242, 1.890, -3.535)  -0.13
C (4.097, 2.755, -4.254)  -0.09
H (-0.071, -3.810, -4.086)  0.09
H (1.316, -4.640, -4.842)  0.09
H (0.831, -3.014, -5.403)  0.09
H (3.757, -4.729, -3.538)  0.11
H (6.086, -4.166, -4.216)  0.10
H (6.599, -1.858, -4.980)  0.10
H (4.817, -0.161, -5.054)  0.10
H (2.628, 0.365, -4.782)  0.11
H (0.061, -0.625, -4.910)  0.12
H (-3.176, 0.047, -0.648)  0.08
H (-4.925, 0.136, -2.336)  0.09
H (-4.360, -0.014, -4.741)  0.09
H (-2.304, -0.510, -7.612)  0.09
H (-3.407, 0.559, -6.714)  0.09
H (-3.500, -1.204, -6.488)  0.09
H (2.956, -1.305, -0.356)  0.07
H (5.239, -0.908, 0.418)  0.10
H (6.644, 0.823, -0.698)  0.10
H (5.712, 2.135, -2.544)  0.10
H (3.482, 3.215, -5.024)  0.10
H (4.922, 2.209, -4.722)  0.09
H (4.526, 3.532, -3.613)  0.09

=====

5.
Computed, not measured: 2 unconnected molecules or ions with the total composition C3H10NS2, with the ωB97M-V functional and the def2-TZVPD basis.

- E: -971.12933 hartree
- E_HOMO: -12.5 eV
- Relative energy (zero: lowest compared OMol25 entry of this formula, charge and spin): 40.92 kcal per mole
- Charge: +1
- HOMO-LUMO gap: 8.32 eV
- Max |F|: 3.4 eV/Å

Each line ends with the Löwdin charge.
Element x y z (Å)
C (2.547, 0.394, 0.221)  -0.07
C (-3.222, 0.481, 0.075)  -0.25
C (1.517, -0.152, -0.605)  -0.32
N (1.510, -1.409, -1.043)  0.11
S (-2.111, 0.105, 1.603)  0.48
S (-0.476, -0.742, 0.997)  0.21
H (2.229, 1.363, 0.548)  0.09
H (3.362, 0.654, -0.486)  0.13
H (2.871, -0.217, 1.033)  0.10
H (-4.108, -0.103, 0.176)  0.04
H (-2.611, 0.112, -0.767)  0.04
H (-3.381, 1.508, 0.061)  0.02
H (0.946, 0.564, -1.250)  0.15
H (2.060, -2.201, -0.645)  0.16
H (0.777, -1.785, -1.656)  0.14
H (-1.912, 1.428, 1.738)  -0.05

=====

6.
Computed, not measured: a molecular structure, C15H24LiN4O5, with the ωB97M-V functional and the def2-TZVPD basis.

- E: -1188.33921 hartree
- E_HOMO: -10.8 eV
- Charge: +1
- HOMO-LUMO gap: 6.04 eV
- Max |F|: 4.2 eV/Å

Each line ends with the Löwdin charge.
Element x y z (Å)
C (0.138, 3.186, -1.360)  -0.09
O (0.110, 2.023, -2.184)  -0.19
C (1.116, 1.100, -1.809)  -0.15
C (0.537, -0.293, -1.318)  -0.28
C (-0.207, -1.069, -2.455)  -0.05
C (-1.651, -0.539, -2.807)  -0.32
O (-2.214, 0.338, -1.831)  -0.06
C (-1.775, 0.153, -4.236)  -0.18
N (-2.216, 1.573, -4.045)  -0.01
N (1.827, -1.094, -1.216)  0.10
C (2.056, -1.690, 0.099)  -0.36
O (2.664, -2.692, 0.328)  0.17
C (1.273, -0.705, 1.053)  -0.28
C (0.967, -1.129, 2.524)  -0.06
C (0.259, 0.025, 3.335)  -0.37
C (-1.328, -0.101, 3.340)  -0.12
C (0.734, 0.094, 4.848)  -0.06
N (2.202, 0.465, 1.164)  0.17
C (3.369, 0.143, 1.445)  -0.26
O (4.391, -0.367, 1.676)  0.24
C (0.020, -0.393, 0.168)  -0.15
O (-1.209, -1.079, 0.452)  0.01
C (-1.091, -2.420, 0.341)  -0.29
N (-1.067, -3.522, -0.021)  0.22
H (0.153, 2.947, -0.267)  0.08
H (-0.792, 3.783, -1.526)  0.10
H (1.006, 3.835, -1.647)  0.10
H (1.780, 1.573, -1.049)  0.12
H (1.730, 0.860, -2.707)  0.15
H (0.426, -0.947, -3.371)  0.12
H (-0.220, -2.167, -2.254)  0.12
H (-2.318, -1.442, -2.841)  0.14
H (-2.793, -0.139, -1.227)  0.09
H (-2.610, -0.354, -4.785)  0.11
H (-0.826, 0.105, -4.820)  0.11
H (-3.230, 1.539, -4.135)  0.07
H (-1.845, 2.136, -4.809)  0.07
H (2.644, -0.481, -1.314)  0.13
H (0.271, -2.010, 2.572)  0.12
H (1.879, -1.424, 3.091)  0.13
H (0.466, 1.041, 2.922)  0.14
H (-1.776, 0.312, 4.281)  0.09
H (-1.685, 0.519, 2.486)  0.10
H (-1.623, -1.167, 3.101)  0.04
H (1.837, 0.061, 4.956)  0.10
H (0.191, -0.657, 5.474)  0.06
H (0.411, 1.101, 5.215)  0.10
H (-0.224, 0.659, 0.453)  0.16
Li (-1.758, -1.686, 4.712)  0.84